1.
{
  "formula": "C21H53GaN2O5PS",
  "method": "ωB97M-V/def2-TZVPD",
  "charge": -1,
  "homo_ha": -0.1688,
  "elements": ["C", "C", "C", "C", "C", "Ga", "S", "P", "O", "C", "C", "C", "C", "H", "H", "H", "H", "H", "H", "H", "H", "H", "H", "H", "H", "H", "H", "H", "H", "H", "H", "H", "H", "H", "H", "H", "C", "O", "C", "C", "N", "C", "C", "O", "C", "H", "H", "H", "H", "H", "H", "H", "H", "H", "H", "H", "H", "H", "H", "H", "C", "O", "C", "C", "N", "C", "C", "O", "C", "H", "H", "H", "H", "H", "H", "H", "H", "H", "H", "H", "H", "H", "H", "H"],
  "positions_angstrom": [[2.293577, 2.466015, 2.242282], [1.005026, 3.296788, 2.115978], [-0.227385, 2.487935, 2.554654], [-1.548848, 3.256810, 2.455747], [-2.719795, 2.553952, 3.173540], [-2.879625, 0.561151, 2.811558], [-2.544275, 0.358156, 0.535186], [-5.077534, -0.155466, 3.378541], [-5.351562, -1.641443, 3.270360], [-1.629662, -0.545249, 3.972837], [-1.683336, 0.016243, 5.416161], [-1.936540, -2.054292, 3.972143], [-1.728620, -2.720037, 2.595986], [3.158290, 2.965423, 1.802592], [2.484171, 2.251643, 3.299657], [2.156160, 1.497286, 1.744615], [0.880982, 3.631921, 1.079173], [1.089597, 4.190852, 2.749140], [-0.079659, 2.183151, 3.601712], [-0.277606, 1.579111, 1.939550], [-1.808946, 3.373305, 1.395236], [-1.403246, 4.266675, 2.869405], [-3.659055, 3.024628, 2.854140], [-2.625688, 2.696519, 4.257217], [-2.940730, -0.876451, 0.197189], [-5.425249, 0.331942, 4.675441], [-6.010844, 0.581098, 2.589371], [-0.613531, -0.409823, 3.578512], [-2.586435, 0.610286, 5.608296], [-1.682642, -0.808348, 6.144073], [-0.821539, 0.653529, 5.641986], [-1.282607, -2.550509, 4.710496], [-2.975238, -2.214505, 4.278720], [-2.681461, -2.878594, 2.083754], [-1.116289, -2.088713, 1.939637], [-1.228006, -3.689636, 2.678883], [-2.354714, 1.570535, -3.654492], [-1.193988, 0.792113, -3.866860], [-0.469401, 1.079949, -5.054200], [0.860913, 1.732725, -4.745000], [0.692704, 3.075916, -4.207079], [1.910284, 3.665473, -3.662503], [2.598851, 2.936131, -2.513149], [1.831958, 2.908193, -1.331966], [0.880974, 1.855694, -1.280924], [-2.897993, 1.118883, -2.826581], [-2.115720, 2.604547, -3.383387], [-2.994046, 1.577183, -4.543402], [-1.070106, 1.693813, -5.733408], [-0.267159, 0.125347, -5.549921], [1.446408, 1.794918, -5.668919], [1.393257, 1.057036, -4.063488], [-0.004944, 3.051017, -3.473981], [1.656366, 4.668435, -3.310722], [2.634055, 3.787050, -4.477087], [3.516463, 3.482557, -2.275846], [2.895395, 1.917220, -2.794393], [1.260039, 0.958591, -1.775827], [-0.070221, 2.141049, -1.736689], [0.681928, 1.627600, -0.234204], [-0.121835, -5.404009, -0.927915], [0.245722, -4.357173, -0.061191], [1.501681, -4.514085, 0.577791], [2.504004, -3.501150, 0.070995], [2.865857, -3.764016, -1.314916], [3.663362, -2.722568, -1.947898], [3.070573, -1.322880, -2.062617], [1.975416, -1.224888, -2.948963], [0.706517, -1.553174, -2.392561], [-1.165732, -5.247408, -1.194313], [0.475024, -5.417115, -1.848412], [-0.028071, -6.379262, -0.438202], [1.877698, -5.533950, 0.441602], [1.349830, -4.346134, 1.647016], [3.405446, -3.558471, 0.689891], [2.064089, -2.505830, 0.217512], [2.019100, -3.900368, -1.852304], [3.902235, -3.062756, -2.959187], [4.613093, -2.642946, -1.406763], [3.850422, -0.676222, -2.476740], [2.799832, -0.907284, -1.083682], [0.647498, -1.278368, -1.336115], [0.476631, -2.617705, -2.499503], [-0.041546, -0.985564, -2.943263]],
  "forces_ev_per_angstrom": [[-0.502, -0.050, 0.037], [0.002, -0.258, 0.103], [0.260, 0.405, 0.051], [-0.092, -0.257, 0.035], [0.051, -0.051, -0.362], [0.434, 0.102, 0.382], [0.035, 0.211, -0.510], [0.038, -0.729, -0.346], [-0.014, 0.142, 0.084], [-0.149, -0.080, 0.059], [-0.041, -0.174, -0.141], [0.177, 0.064, -0.264], [0.018, 0.170, -0.008], [-0.010, -0.012, 0.060], [0.119, 0.031, -0.112], [0.117, 0.152, -0.007], [0.020, 0.019, 0.117], [-0.027, -0.033, -0.169], [-0.026, -0.120, -0.150], [-0.088, 0.028, 0.215], [0.089, 0.070, 0.073], [0.018, -0.048, -0.125], [0.068, 0.034, 0.185], [-0.052, -0.005, -0.055], [-0.030, -0.039, 0.280], [-0.115, 0.215, -0.084], [-0.055, 0.207, 0.233], [-0.047, -0.046, 0.037], [0.087, -0.074, 0.063], [0.045, 0.145, -0.020], [-0.114, 0.022, -0.038], [-0.150, 0.065, -0.028], [0.109, -0.063, 0.127], [0.048, 0.042, 0.038], [-0.035, -0.108, 0.115], [-0.088, 0.020, 0.008], [-0.028, -0.061, 0.069], [-0.005, 0.063, -0.092], [0.020, -0.098, -0.047], [-0.008, 0.030, 0.091], [-0.027, -0.034, 0.028], [-0.024, 0.060, -0.079], [0.103, 0.080, -0.041], [0.020, -0.056, 0.037], [-0.121, 0.025, 0.245], [0.037, 0.006, 0.038], [-0.008, 0.030, -0.054], [-0.003, 0.017, -0.014], [0.020, 0.075, 0.041], [-0.042, -0.005, -0.017], [0.007, 0.002, -0.011], [0.022, -0.028, -0.064], [0.008, 0.005, -0.053], [0.028, 0.011, -0.005], [0.002, -0.035, -0.021], [-0.007, 0.011, 0.024], [-0.042, -0.003, -0.030], [-0.020, 0.024, -0.026], [0.002, -0.119, 0.027], [0.021, 0.017, 0.000], [-0.052, 0.015, 0.041], [0.015, 0.000, -0.119], [0.014, -0.007, 0.145], [-0.019, 0.032, -0.082], [-0.104, 0.020, -0.005], [0.052, -0.106, -0.035], [0.090, 0.110, 0.012], [-0.022, -0.039, 0.004], [-0.076, 0.003, -0.147], [-0.002, 0.016, 0.001], [0.033, -0.041, 0.019], [0.003, -0.019, -0.015], [0.033, 0.018, -0.048], [-0.044, -0.014, 0.019], [0.019, 0.018, -0.011], [0.009, -0.009, 0.064], [-0.008, 0.023, 0.010], [0.027, 0.015, 0.004], [-0.001, 0.015, 0.023], [-0.009, 0.018, 0.003], [-0.022, -0.058, 0.015], [-0.027, -0.033, 0.012], [0.053, -0.008, 0.087], [-0.018, 0.017, 0.076]]
}



2.
{
  "formula": "C4H8N3",
  "method": "ωB97M-V/def2-TZVPD",
  "charge": 1,
  "smiles": "CC[n+]1c[nH]cn1",
  "relative_energy_ev": 2.764,
  "homo_ha": -0.5750,
  "elements": ["C", "C", "N", "C", "N", "C", "N", "H", "H", "H", "H", "H", "H", "H", "H"],
  "positions_angstrom": [[0.169219, 1.761734, 1.043157], [0.927243, 1.159888, -0.074631], [0.167098, -0.051238, -0.305322], [0.458329, -1.343501, -0.030803], [-0.497096, -2.148361, -0.501545], [-1.406692, -1.289067, -1.008118], [-1.028063, -0.035870, -0.908586], [-0.866822, 1.530528, 0.793677], [0.211356, 2.784682, 1.116236], [0.387892, 1.310537, 2.095368], [1.901876, 0.961691, 0.171365], [0.912482, 1.577318, -1.102354], [1.479834, -1.749068, 0.389607], [-0.576473, -3.041920, -0.057858], [-2.240184, -1.427353, -1.620193]],
  "forces_ev_per_angstrom": [[-1.207, -1.397, 2.011], [-1.799, 0.170, -1.502], [0.727, -5.174, 0.031], [3.852, 0.939, 0.851], [0.615, 1.399, 0.964], [-0.203, 2.148, -0.441], [-0.204, -0.450, -0.465], [-0.203, 0.386, 0.559], [0.470, 2.466, 0.187], [-0.117, 0.601, -2.039], [2.419, -0.948, 0.446], [-0.074, 0.792, 0.971], [-2.423, 1.098, -0.672], [-0.488, -0.899, -0.572], [-1.366, -1.132, -0.327]]
}



3.
{
  "formula": "C32H84N4O10",
  "method": "ωB97M-V/def2-TZVPD",
  "smiles": "COC[C@H](C)N.COC[C@H](C)N.COCCNCCOC.COCCNCCOC.CC(C)O.CC(C)O.CC(C)O.CC(C)O",
  "relative_energy_ev": 0.987,
  "homo_ha": -0.3145,
  "elements": ["C", "O", "C", "C", "C", "N", "H", "H", "H", "H", "H", "H", "H", "H", "H", "H", "H", "C", "O", "C", "C", "C", "N", "H", "H", "H", "H", "H", "H", "H", "H", "H", "H", "H", "C", "O", "C", "C", "N", "C", "C", "O", "C", "H", "H", "H", "H", "H", "H", "H", "H", "H", "H", "H", "H", "H", "H", "H", "C", "O", "C", "C", "N", "C", "C", "O", "C", "H", "H", "H", "H", "H", "H", "H", "H", "H", "H", "H", "H", "H", "H", "H", "C", "C", "C", "O", "H", "H", "H", "H", "H", "H", "H", "H", "C", "C", "C", "O", "H", "H", "H", "H", "H", "H", "H", "H", "C", "C", "C", "O", "H", "H", "H", "H", "H", "H", "H", "H", "C", "C", "C", "O", "H", "H", "H", "H", "H", "H", "H", "H"],
  "positions_angstrom": [[-2.100216, -4.014917, -0.671999], [-2.694189, -2.758368, -0.734458], [-4.109533, -2.788806, -0.783939], [-4.731001, -1.397884, -0.557613], [-6.224336, -1.510365, -0.531832], [-4.507554, -0.645944, -1.763660], [-2.358058, -4.580329, 0.223513], [-1.022475, -3.870139, -0.596983], [-2.252369, -4.566983, -1.599447], [-4.431151, -3.194842, -1.743002], [-4.488693, -3.522233, -0.072306], [-4.370551, -0.979740, 0.382240], [-6.556496, -2.207737, -1.300888], [-6.902828, -0.657422, -0.547151], [-6.369839, -2.029779, 0.415335], [-3.523119, -0.740451, -1.968738], [-4.993506, -1.057899, -2.547403], [2.171060, 2.476093, 0.723490], [1.618205, 1.196170, 0.754203], [0.810779, 0.962323, -0.346954], [0.193720, -0.418834, -0.265462], [1.162178, -1.593080, -0.215472], [-0.964011, -0.669724, -1.142586], [1.471968, 3.302169, 0.593201], [2.878076, 2.638428, -0.090059], [2.668096, 2.601846, 1.685376], [0.056343, 1.746935, -0.404367], [1.403760, 1.021558, -1.259624], [-0.269182, -0.506891, 0.717430], [2.099800, -1.305370, -0.691050], [0.746401, -2.559546, -0.500376], [1.399064, -1.765946, 0.834335], [-1.376734, -1.568239, -0.936592], [-1.606640, 0.062262, -0.875542], [5.893085, -3.583540, 1.577742], [4.906002, -2.988603, 0.763479], [4.662501, -1.641632, 1.052983], [3.635639, -1.507488, 2.240618], [3.284958, -0.100606, 2.512919], [2.449455, 0.088449, 3.721938], [0.979290, -0.509627, 3.650708], [0.949466, -1.899322, 3.729373], [1.386555, -2.439833, 4.987230], [5.840617, -3.417939, 2.653812], [6.901443, -3.315769, 1.262146], [5.841916, -4.669265, 1.496043], [4.304716, -1.049890, 0.210410], [5.513014, -1.055433, 1.400968], [4.266012, -1.748290, 3.096623], [2.845622, -2.252523, 2.146240], [2.734661, 0.339436, 1.789293], [2.346888, 1.172592, 3.769031], [2.962088, -0.283164, 4.609180], [0.552185, -0.207070, 2.694596], [0.347365, -0.118074, 4.447860], [1.643331, -3.490779, 4.854272], [0.537101, -2.330538, 5.661448], [2.196514, -1.899246, 5.476960], [-2.117989, 2.603444, -4.975237], [-2.608733, 3.107548, -3.746406], [-2.575122, 2.170985, -2.733209], [-2.919785, 2.736294, -1.383386], [-3.043052, 1.767435, -0.310263], [-3.389750, 2.290707, 0.989710], [-3.136681, 1.136959, 2.072637], [-3.639844, 1.712739, 3.284944], [-3.491942, 0.902307, 4.429640], [-2.015369, 3.321783, -5.788595], [-2.753903, 1.823871, -5.394735], [-1.135856, 2.172637, -4.780475], [-1.518675, 1.918242, -2.643048], [-3.141002, 1.269661, -2.968790], [-3.799274, 3.379468, -1.414063], [-2.107267, 3.375365, -1.037685], [-3.663891, 1.060432, -0.677429], [-4.417978, 2.651729, 1.012737], [-2.726309, 3.152790, 1.058674], [-2.057448, 1.005705, 2.150966], [-3.575099, 0.143845, 1.974556], [-4.105476, 0.001585, 4.449100], [-3.749880, 1.484294, 5.314430], [-2.464193, 0.595346, 4.623590], [2.703749, 6.417010, 0.429226], [2.888957, 7.898449, 0.737760], [3.813841, 8.164702, 1.927348], [3.487460, 8.369005, -0.452057], [3.599579, 5.916290, 0.061980], [1.964279, 6.214634, -0.345587], [2.341647, 5.862085, 1.294695], [1.928307, 8.383536, 0.910788], [3.578277, 7.624723, 2.844424], [3.752284, 9.211680, 2.224241], [4.826199, 7.878891, 1.641798], [4.324793, 7.902423, -0.504806], [4.670609, 0.899813, -4.797175], [3.342584, 0.230045, -4.415759], [3.525867, -0.264335, -2.990883], [2.323245, 1.215595, -4.467586], [4.574213, 1.599548, -5.627335], [5.514324, 0.253419, -5.038895], [5.015937, 1.514853, -3.966173], [3.168379, -0.594930, -5.106534], [4.435495, -0.840872, -2.822720], [2.715058, -0.929968, -2.694880], [3.497286, 0.581574, -2.304077], [1.511922, 0.780261, -4.195858], [-2.206121, -2.339810, 3.095252], [-1.712794, -3.647673, 3.650283], [-2.685518, -4.813216, 3.459673], [-0.517987, -3.981335, 2.904343], [-1.558732, -1.485642, 3.293732], [-3.196804, -2.074472, 3.464338], [-2.320148, -2.464500, 2.018430], [-1.576430, -3.545263, 4.726861], [-3.608865, -4.650351, 4.015556], [-2.235867, -5.720722, 3.862598], [-2.955327, -4.953125, 2.412897], [0.025723, -3.193727, 2.979530], [0.355680, -2.733026, -3.871578], [-0.461220, -1.622763, -4.507985], [-1.992591, -1.720695, -4.460355], [-0.223428, -0.418833, -3.839766], [1.441803, -2.685917, -3.950383], [0.111356, -3.632058, -4.437397], [0.031126, -2.878748, -2.841271], [-0.238690, -1.548491, -5.572439], [-2.275905, -2.503183, -5.164298], [-2.635597, -0.856352, -4.626347], [-2.253328, -2.213270, -3.523608], [-0.467501, -0.578592, -2.925152]],
  "forces_ev_per_angstrom": [[1.003, -0.432, -0.166], [-0.872, 0.611, 0.358], [-0.364, -0.586, 0.794], [-0.705, -0.821, -1.782], [-0.832, -1.903, 1.742], [1.832, 1.581, 0.009], [-0.430, -0.099, -0.069], [0.060, 0.172, 0.004], [-0.341, -0.329, 0.027], [-0.086, 0.213, -0.440], [0.055, -0.064, 0.567], [0.358, 0.448, -0.374], [-0.047, 0.011, -0.201], [0.789, 0.409, -0.071], [-0.907, -0.154, 0.159], [0.374, 0.271, -0.564], [-0.222, -0.119, 0.063], [0.720, 0.834, 0.449], [-0.246, 0.207, 0.241], [-0.539, -0.585, -1.522], [-1.431, -1.458, 1.648], [0.680, 0.559, 0.561], [1.377, 1.098, -0.978], [-0.694, -0.208, 0.189], [0.338, -0.436, -0.128], [0.185, 0.162, -0.134], [-0.437, -0.020, -0.050], [0.189, 0.128, -0.347], [0.059, 0.666, 0.659], [0.001, -0.658, -0.349], [0.050, 0.263, -0.672], [0.227, 0.140, 0.024], [-0.031, 0.208, 0.196], [-0.695, 0.107, -0.141], [0.543, -0.664, -0.009], [0.191, -0.017, 0.023], [-1.297, 1.338, 1.501], [1.550, 0.587, -0.176], [-0.614, -0.872, 0.741], [-0.672, -0.171, -0.939], [1.473, 1.008, 0.115], [0.973, -1.086, 0.147], [-0.866, 0.382, 0.001], [-0.458, 0.573, 0.077], [0.107, 0.305, -0.133], [-0.307, 0.002, -0.385], [-0.193, -0.659, -0.542], [0.649, -0.384, -0.085], [-0.309, -0.581, 0.389], [-0.176, 0.192, -0.062], [0.260, -0.538, -0.479], [-0.152, 0.080, 0.531], [0.101, 0.170, -0.034], [-0.063, -0.147, -0.032], [-0.025, 0.444, 0.275], [-0.066, 0.171, -0.092], [-0.130, -0.337, 0.305], [0.233, -0.019, -0.479], [0.439, -0.636, 0.203], [-1.069, 1.560, -1.113], [1.479, -0.818, 0.504], [-0.151, 1.456, 1.124], [0.374, -1.474, -1.450], [0.128, -1.887, -0.456], [-0.079, 2.601, 0.491], [0.104, -0.399, 0.210], [0.239, 0.296, 0.482], [-0.180, 0.645, 0.642], [-0.246, -0.320, 0.232], [0.197, -0.195, -0.224], [0.245, -0.905, 0.041], [-0.244, -0.091, -0.062], [-0.380, 0.162, -0.342], [0.178, 0.465, -0.402], [-0.532, -0.231, 0.497], [-0.232, 0.009, 0.366], [0.064, -0.061, 1.039], [0.278, -0.122, -0.011], [-0.342, 0.108, -0.812], [-0.233, -0.103, -0.388], [-0.285, 0.216, -0.196], [0.372, -0.102, -0.384], [-1.013, -0.873, 0.802], [0.610, -1.450, -0.075], [-0.305, 0.051, 0.170], [-0.100, 1.455, -0.287], [0.381, 0.264, 0.257], [-0.101, 0.491, -0.132], [0.103, -0.123, 0.245], [0.031, 0.112, -0.380], [-0.283, -0.346, -0.174], [0.360, 0.123, -0.312], [0.155, 0.200, 0.104], [0.155, 0.071, -0.220], [0.052, 0.877, -0.210], [1.578, 0.523, 0.338], [-0.694, -0.733, 0.344], [0.419, -0.151, -0.251], [-0.277, -0.131, -0.189], [-0.344, -0.483, 0.051], [-0.080, 0.066, 0.191], [-0.346, -0.127, -0.072], [0.193, 0.136, -0.204], [-0.221, 0.000, -0.034], [0.194, 0.128, -0.052], [-0.636, -0.214, 0.083], [-0.966, 0.275, -0.330], [0.015, -0.560, -0.964], [0.055, 0.332, 0.235], [-0.896, -0.506, 0.851], [0.184, -0.182, 0.013], [-0.116, -0.039, 0.242], [0.122, 0.147, -0.223], [0.640, -0.048, 0.212], [-0.047, 0.143, 0.055], [0.048, -0.055, -0.211], [0.157, -0.043, -0.050], [0.526, 0.302, -0.088], [-1.069, -1.041, -0.695], [-0.853, 1.189, -0.158], [-0.078, -2.949, 0.055], [1.728, 1.452, -1.012], [-0.100, 0.729, 0.091], [-0.120, -0.440, 0.181], [0.202, -0.015, 0.097], [0.633, 0.424, 0.009], [-0.361, 0.015, -0.428], [0.764, 0.284, -0.039], [-0.258, 0.375, 0.524], [-0.341, 0.175, 1.288]]
}